# 1
C37H64BrClN3O3S | ωB97M-V with the def2-TZVPD basis set

Structure (XYZ):
```
110
Properties=species:S:1:pos:R:3
C 2.03130 4.90405 2.26199
C 0.86219 4.64403 1.48738
C -0.59386 4.48507 0.67874
C -0.79280 6.00404 0.09950
C -2.08509 6.21614 -0.88564
C -2.80577 7.70740 -0.74230
C -4.40924 7.41941 -0.51723
C -5.21809 6.96819 -1.87709
C -6.84363 7.15961 -1.59871
C -7.67351 5.73661 -1.67383
C -7.43032 4.96547 -0.23566
C -8.01032 3.41648 -0.21521
C -7.57093 2.75368 1.22064
O -8.24913 1.45393 1.49936
C -8.32780 1.41338 2.98451
C -1.55591 3.92886 1.89251
Cl -3.35268 4.45353 1.89126
C -1.70865 2.30242 1.55870
N -1.01163 2.11567 0.38723
Br -0.85702 0.47844 -0.54373
C -0.25316 3.24073 -0.32905
S 1.51026 2.58553 -0.42300
C -0.88194 3.18862 -1.84015
C -1.56873 3.22580 -3.08204
H 2.90940 5.52695 2.77542
H 0.22459 6.38163 -0.35728
H -0.98602 6.69886 1.05097
H -2.87465 5.32570 -0.85036
H -1.65770 6.19198 -2.00009
H -2.56056 8.34254 -1.70674
H -2.30910 8.23255 0.17864
H -4.54397 6.55894 0.27937
H -4.87607 8.42967 -0.11663
H -4.94766 5.84407 -2.10103
H -4.95121 7.66796 -2.78588
H -7.32936 7.99895 -2.28675
H -6.97627 7.55873 -0.48814
H -7.29139 5.01760 -2.52598
H -8.82177 5.93874 -1.78140
H -7.99920 5.54196 0.64041
H -6.26892 4.88869 0.02596
H -7.54225 2.88488 -1.16112
H -9.18300 3.47392 -0.33843
H -6.38898 2.65937 1.22352
H -7.90902 3.48460 2.08424
H -7.31017 1.82662 3.42384
H -9.26385 2.05955 3.28472
H -8.40480 0.29263 3.38702
H -1.09294 4.15016 2.96350
H -2.30513 1.56064 2.24064
H 1.67256 2.09684 -1.75123
H -2.21316 3.34541 -4.06099
C 2.36898 -4.39775 -3.05193
C 1.54705 -3.76699 -1.88997
C 1.48174 -4.76088 -0.69638
C 0.54615 -5.94443 -0.94119
C -0.83999 -5.46756 -1.37029
C -0.80381 -4.48856 -2.57224
N 0.18398 -3.37522 -2.38687
O -0.36505 -2.47156 -1.45734
C -0.47585 -5.27168 -3.87130
C -2.25528 -3.96403 -2.82571
C 2.40334 -2.53380 -1.45531
H 3.43295 -4.13812 -2.98924
H 2.33329 -5.48791 -3.05618
H 2.03066 -4.03324 -4.02988
H 1.14488 -4.23709 0.20810
H 2.48491 -5.14325 -0.47064
H 0.96529 -6.61518 -1.69660
H 0.45962 -6.53609 -0.02350
H -1.45436 -6.34322 -1.60963
H -1.32148 -4.98606 -0.50828
H -0.35888 -4.59357 -4.72293
H -1.28527 -5.96875 -4.12517
H 0.42071 -5.88670 -3.79867
H -2.68857 -3.47401 -1.94603
H -2.93285 -4.78919 -3.07989
H -2.27752 -3.25285 -3.65971
H 2.49017 -1.80838 -2.27563
H 3.41898 -2.83919 -1.17509
H 1.99468 -2.01503 -0.58169
C 7.07268 -5.92505 2.56821
C 7.02316 -4.93138 1.37082
C 8.34828 -4.12082 1.30913
C 8.46368 -3.06006 2.40344
C 7.23427 -2.15386 2.42001
C 5.89891 -2.93798 2.50002
N 5.81405 -4.04756 1.49442
O 5.58370 -3.46186 0.23508
C 5.71659 -3.51012 3.93105
C 4.71948 -1.91940 2.36740
C 6.95874 -5.86253 0.11714
H 7.46740 -6.90466 2.27169
H 7.71683 -5.58305 3.37929
H 6.07189 -6.11782 2.97439
H 8.43593 -3.62148 0.33501
H 9.20734 -4.79927 1.38156
H 8.59907 -3.53066 3.38143
H 9.35989 -2.45457 2.23060
H 7.32057 -1.45993 3.26412
H 7.25117 -1.53269 1.51414
H 4.82397 -4.14106 3.99388
H 5.59084 -2.70262 4.66429
H 6.56955 -4.08883 4.28446
H 4.76556 -1.33585 1.44055
H 4.73519 -1.19054 3.18783
H 3.75065 -2.43124 2.40214
H 6.04248 -6.46840 0.12575
H 7.81122 -6.55255 0.09538
H 6.99539 -5.31112 -0.82835
```

LUMO level (spin up / spin down)   -4.65 / -4.65 eV
Multiplicity   3
Total charge   +1
Gap between HOMO and LUMO (spin up / spin down)   6.0 / 6.6 eV



# 2
C37H67Br4N4O5P2SbSi4Ta | ωB97M-V with the def2-TZVPD basis set

Structure (XYZ):
```
125
Properties=species:S:1:pos:R:3
Ta 0.08884 0.83991 0.10463
N 3.63474 3.52902 0.07190
N 2.44776 3.68991 0.80230
C 1.61963 2.65814 0.90330
O 0.41251 2.74512 1.28580
O 2.00439 1.43687 0.65253
H 4.34934 4.11325 0.48460
H 3.46156 3.81813 -0.88691
H 1.98797 4.59434 0.80388
Br -1.22849 7.10254 -2.77851
C -1.39943 5.43416 -1.94574
C -2.60849 5.04929 -1.36409
Br -4.09761 6.18538 -1.40934
C -2.71834 3.79926 -0.74353
Br -4.31816 3.17543 0.02514
C -1.62859 2.95944 -0.73027
O -1.61757 1.71552 -0.17423
C -0.41299 3.32662 -1.31314
O 0.57572 2.44206 -1.23007
C -0.30017 4.56925 -1.91499
Br 1.37162 5.00481 -2.67203
C 0.60250 1.35328 -4.27364
P -0.60662 0.52850 -3.18201
C -0.04889 -1.22988 -3.44790
N -0.55571 -1.95003 -4.40929
C -0.22745 -3.26902 -4.48993
C -0.78096 -4.06141 -5.52324
C -0.50441 -5.39563 -5.56944
C 0.32982 -5.99747 -4.59230
C 0.88236 -5.24799 -3.59656
C 0.61391 -3.86027 -3.54188
N 1.19112 -3.09975 -2.57230
C 0.90368 -1.83080 -2.52821
P 1.81900 -0.89729 -1.20498
C 1.96875 -2.14437 0.10731
C 3.58135 -0.69215 -1.78236
C 4.21108 -2.05921 -2.08447
C 3.64654 0.17869 -3.03298
C 4.39354 -0.00604 -0.67745
C -2.23317 0.93476 -4.05104
C -2.54444 0.23740 -5.37551
C -2.14526 2.44585 -4.32740
C -3.39660 0.72755 -3.07332
H 0.45443 1.07423 -5.31815
H 1.60431 1.06696 -3.97584
H 0.52677 2.43366 -4.16488
H -1.41764 -3.57945 -6.25223
H -0.92334 -6.00705 -6.35670
H 0.52705 -7.05912 -4.64636
H 1.53186 -5.67693 -2.84578
H 2.43332 -3.04621 -0.28655
H 0.98187 -2.39466 0.48399
H 2.57188 -1.73963 0.92281
H 3.59718 -2.68352 -2.73030
H 4.42849 -2.61753 -1.17531
H 5.16239 -1.88355 -2.59121
H 3.10409 -0.25573 -3.87351
H 4.69317 0.26744 -3.32921
H 3.26758 1.18526 -2.84346
H 4.48467 -0.63262 0.21142
H 3.98501 0.95671 -0.38850
H 5.40412 0.15550 -1.06097
H -1.70750 0.26346 -6.07252
H -3.38273 0.76394 -5.84234
H -2.82476 -0.79975 -5.24034
H -1.48917 2.67601 -5.16493
H -1.81221 3.02512 -3.46143
H -3.14821 2.79131 -4.58548
H -3.65240 -0.31969 -2.95608
H -4.28201 1.23167 -3.46808
H -3.19137 1.14611 -2.08474
C 0.82289 -3.24368 3.59161
Si -0.45168 -2.01611 4.18117
C -0.17764 -1.85383 6.01994
C -2.23871 -2.53603 3.99500
Sb -0.03278 0.20450 2.82481
Si -1.70201 1.78568 4.03556
C -1.68707 1.38306 5.84986
C -1.31513 3.58682 3.80493
C -3.38912 1.39820 3.37430
Si 2.13420 0.95663 4.01886
C 2.17364 2.80724 4.22046
C 3.61306 0.31690 3.09157
C 2.23365 0.22007 5.72137
H 0.69657 -4.17251 4.15424
H 1.81748 -2.85475 3.82523
H 0.80339 -3.48381 2.53326
H -0.81990 -2.63393 6.43955
H -0.45831 -0.91518 6.48570
H 0.84964 -2.08049 6.29374
H -2.30508 -3.62487 4.05181
H -2.73439 -2.22064 3.08444
H -2.80105 -2.12738 4.83731
H -0.71178 1.49366 6.32168
H -2.07568 0.38939 6.06521
H -2.36074 2.10596 6.32067
H -0.68287 3.94959 4.61515
H -2.27334 4.11094 3.86196
H -0.85012 3.84059 2.85958
H -3.71490 0.39739 3.66510
H -3.45296 1.48251 2.29111
H -4.08631 2.12130 3.80750
H 1.72573 3.39272 3.42672
H 3.22162 3.10438 4.31631
H 1.66765 3.07215 5.15043
H 3.73755 0.75449 2.10506
H 3.57446 -0.77024 2.98527
H 4.49627 0.55548 3.69226
H 1.36389 0.39764 6.34860
H 3.08891 0.71050 6.19702
H 2.43848 -0.84800 5.70481
C -2.58355 -2.55387 -1.80800
Si -2.05392 -1.96147 -0.12895
C -1.44595 -3.48491 0.72594
C -3.46076 -1.11553 0.71453
O -0.78670 -0.83920 -0.17656
H -3.66902 -2.67872 -1.78922
H -2.14029 -3.52918 -2.01993
H -2.35072 -1.90887 -2.64261
H -2.28899 -4.17202 0.83835
H -1.02056 -3.32881 1.70643
H -0.70103 -3.98814 0.10469
H -4.27201 -1.81754 0.91921
H -3.85324 -0.31445 0.08348
H -3.16195 -0.65871 1.65780
```

LUMO level   -2.98 eV
Total charge   +1
Gap between HOMO and LUMO   7.2 eV



# 3
C37H68N7O | ωB97M-V with the def2-TZVPD basis set

Structure (XYZ):
```
113
Properties=species:S:1:pos:R:3
C 0.17333 3.60320 2.60473
C -0.29476 4.23590 1.67762
C -0.92364 4.84994 0.44295
C -2.41762 4.32155 0.39014
C -2.69041 3.35521 -0.80273
C -2.18255 1.91681 -0.60831
O -0.83786 1.89233 -0.14142
C -0.30870 0.61141 -0.44985
C 1.11302 0.56246 0.21560
C 1.93945 1.76206 -0.34450
C 3.41038 1.66210 0.25864
C -1.11630 -0.57780 0.14264
N -0.80817 -1.85755 -0.46909
N -2.63648 -0.38756 0.06931
C -3.02477 1.02399 0.35576
C -4.55795 1.27906 0.36187
C -4.99699 2.44491 1.33497
C -5.38250 0.01575 0.77971
C -5.02456 -0.34471 2.27503
C -4.65724 -1.86695 2.46101
H 0.25690 2.91134 3.43189
H -0.87044 5.94185 0.56629
H -0.35930 4.48810 -0.43647
H -3.03920 5.22213 0.22015
H -2.66472 3.90594 1.37769
H -2.15072 3.77872 -1.67540
H -3.76297 3.41864 -1.05572
H -2.16581 1.44419 -1.62413
H -0.15078 0.44983 -1.54322
H 1.60568 -0.40815 0.01094
H 1.01314 0.72375 1.30955
H 1.52420 2.72666 -0.00784
H 1.93501 1.66179 -1.44864
H 3.50201 2.40819 1.03195
H 3.51666 0.64799 0.70654
H 4.11542 1.77301 -0.54685
H -0.90032 -0.65746 1.23121
H 0.12580 -1.80448 -0.87024
H -0.83340 -2.61067 0.21439
H -3.03411 -1.08112 0.70838
H -2.87590 -0.58090 -0.91191
H -2.65302 1.24630 1.37895
H -4.88441 1.52130 -0.67365
H -5.09778 3.34487 0.69960
H -5.99816 2.26354 1.75384
H -4.21261 2.56618 2.09665
H -5.21238 -0.85302 0.11338
H -6.46401 0.24236 0.78322
H -5.87105 -0.15003 2.95821
H -4.17891 0.24570 2.66933
H -3.55326 -1.94087 2.60489
H -4.87429 -2.46741 1.56057
H -5.12775 -2.24611 3.37777
C 1.97471 -1.61661 -5.46608
C 0.76733 -0.77187 -5.07619
C 0.86968 0.68009 -5.55209
C 1.95980 1.40339 -4.89794
N 2.82065 1.96853 -4.38905
H 2.88780 -1.25129 -4.99244
H 1.82906 -2.65054 -5.15106
H 2.12275 -1.61178 -6.54750
H 0.64028 -0.80296 -3.98988
H -0.12888 -1.21797 -5.51340
H -0.06982 1.19470 -5.33755
H 1.00515 0.71054 -6.63505
C -3.84828 -5.27956 1.34845
C -3.68124 -5.39303 -0.16222
C -2.44059 -6.18994 -0.56350
C -1.21434 -5.49728 -0.16821
N -0.25099 -4.95340 0.14314
H -3.01968 -4.72931 1.80252
H -4.77043 -4.74577 1.58304
H -3.90288 -6.26582 1.81260
H -3.63971 -4.39156 -0.60246
H -4.56478 -5.88288 -0.57590
H -2.43402 -6.32975 -1.64653
H -2.46971 -7.18647 -0.11838
C 5.96740 3.30142 -4.05412
C 6.51667 1.99937 -4.62118
C 7.96022 1.71879 -4.19536
C 8.90219 2.69707 -4.73894
N 9.64008 3.46938 -5.16056
H 6.52101 4.16567 -4.42757
H 4.92514 3.42457 -4.34282
H 6.01800 3.30564 -2.96186
H 6.44440 2.02175 -5.71112
H 5.88677 1.17491 -4.27843
H 8.24933 0.72456 -4.54314
H 8.03220 1.70500 -3.10534
C -4.68301 -4.50149 5.33627
C -5.72320 -5.48616 5.85980
C -5.17148 -6.90221 6.04473
C -4.79242 -7.52158 4.77491
N -4.48987 -8.00512 3.77816
H -4.33681 -4.77812 4.33759
H -5.11287 -3.50069 5.27376
H -3.81722 -4.45590 6.00011
H -6.57886 -5.50274 5.18064
H -6.09070 -5.12809 6.82360
H -5.93225 -7.52256 6.52286
H -4.31105 -6.88444 6.71692
C 8.07223 4.42914 2.51503
C 8.54374 3.40223 1.49202
C 7.79019 3.48932 0.16186
C 6.37546 3.14096 0.30039
N 5.26180 2.86486 0.40886
H 7.02998 4.26495 2.79531
H 8.67381 4.36054 3.42196
H 8.16718 5.44410 2.12372
H 8.44465 2.39950 1.91443
H 9.60666 3.56141 1.29926
H 8.25149 2.80608 -0.55536
H 7.88209 4.49416 -0.25611
```

LUMO level   -2.27 eV
Total charge   +1
Gap between HOMO and LUMO   9.1 eV



# 4
C37H69AlNO20S | ωB97M-V with the def2-TZVPD basis set

Structure (XYZ):
```
129
Properties=species:S:1:pos:R:3
C 7.14378 1.20472 -2.07419
C 5.69614 0.51283 -2.35444
O 5.95544 -0.81214 -2.87138
C 4.74356 -1.43480 -3.37887
C 4.66809 -2.91446 -2.68659
Al 3.67072 -4.29604 -3.81970
C 2.26347 -3.41948 -5.07517
C 1.29652 -2.47595 -4.20664
C 0.56687 -1.32651 -5.05424
C -0.52150 -0.63176 -4.05637
S 0.34140 0.37978 -2.76333
O -0.70734 1.32134 -2.18563
O 1.44758 1.12630 -3.46904
O 1.00223 -0.51195 -1.51525
C 2.54391 -5.41804 -2.47577
C 1.01460 -5.69416 -2.69706
C 0.21538 -6.50909 -1.62128
C 0.98077 -7.00283 -0.36348
C 2.50643 -6.74653 -0.15250
C 3.31371 -5.94560 -1.20742
N 4.78429 -5.37330 -4.95894
C 5.25692 -4.42310 -6.04501
C 5.99160 -5.86376 -4.28772
C 7.24348 -4.97823 -3.83917
O 6.06634 -7.11870 -4.08044
H 7.27557 1.98967 -2.88944
H 7.15388 1.64817 -1.01890
H 7.95398 0.39384 -2.15886
H 5.09109 1.10028 -3.13737
H 5.03981 0.49235 -1.40369
H 4.80158 -1.52972 -4.51572
H 3.79629 -0.86355 -3.09089
H 5.69418 -3.24894 -2.30332
H 4.02368 -2.75034 -1.73528
H 1.61796 -4.23849 -5.57965
H 2.76023 -2.82804 -5.93264
H 1.95162 -1.99821 -3.38764
H 0.47695 -3.06887 -3.66447
H -0.02893 -1.78502 -5.91305
H 1.28804 -0.54141 -5.45549
H -1.26525 -0.00128 -4.65335
H -1.12269 -1.45553 -3.51820
H 0.35767 -1.14785 -1.12857
H 0.49320 -5.29414 -3.64257
H -0.90767 -6.69579 -1.79546
H 0.37770 -7.57122 0.42634
H 3.07561 -7.10545 0.77519
H 4.42355 -5.70063 -1.10739
H 4.55359 -4.42725 -6.94650
H 5.38097 -3.35615 -5.62059
H 6.31077 -4.73742 -6.40685
H 7.20592 -4.80181 -2.70131
H 8.24982 -5.50928 -4.03608
H 7.31447 -3.95459 -4.33693
C -2.78870 1.11659 0.83545
C -3.47830 1.39089 -0.48673
O -4.56649 0.47661 -0.69037
C -5.70958 0.78667 -0.06206
O -5.89735 1.75287 0.64072
O -6.60808 -0.17510 -0.33238
C -7.86051 0.00148 0.32762
H -2.48926 0.06726 0.90245
H -1.90360 1.74611 0.94723
H -3.45896 1.31066 1.67692
H -2.77309 1.22990 -1.30522
H -3.81991 2.42758 -0.55524
H -8.27348 0.99406 0.13437
H -7.74370 -0.16502 1.40080
H -8.55566 -0.74160 -0.06486
C 14.11016 1.01786 -0.91437
C 14.07677 -0.08772 -1.95204
O 13.23741 -1.16378 -1.51994
C 11.91872 -0.98172 -1.71152
O 11.40120 -0.01184 -2.21075
O 11.27645 -2.05820 -1.23303
C 9.85331 -1.96959 -1.31973
H 14.39055 0.61854 0.06387
H 14.82415 1.79403 -1.19886
H 13.12643 1.47930 -0.79994
H 15.08002 -0.50208 -2.07644
H 13.75971 0.28707 -2.92926
H 9.53186 -1.73783 -2.33714
H 9.48252 -1.21902 -0.61835
H 9.43881 -2.93907 -1.04164
C -7.72999 3.56713 2.50936
C -6.58045 4.55484 2.50532
O -6.86324 5.66858 3.36493
C -6.64323 5.46165 4.67269
O -6.23148 4.44238 5.17179
O -6.98214 6.58579 5.33672
C -6.85318 6.48143 6.75326
H -8.67069 4.07006 2.26769
H -7.55666 2.77120 1.78426
H -7.85598 3.11387 3.49595
H -6.45073 4.95943 1.49908
H -5.63785 4.07583 2.78341
H -5.85491 6.14081 7.03596
H -7.61665 5.80764 7.14833
H -7.01048 7.47234 7.18097
C -9.56229 -4.08202 4.73416
C -10.57834 -3.10224 4.17955
O -10.28379 -2.78398 2.81411
C -10.69856 -3.68408 1.90734
O -11.28945 -4.71022 2.14280
O -10.32323 -3.25285 0.69191
C -10.65054 -4.15118 -0.36736
H -8.54639 -3.70576 4.58880
H -9.72926 -4.25028 5.80027
H -9.62224 -5.04401 4.21961
H -10.52526 -2.16549 4.73905
H -11.59938 -3.48053 4.28110
H -11.71043 -4.41325 -0.35059
H -10.03092 -5.04802 -0.30144
H -10.43521 -3.64865 -1.31099
C -3.94804 9.33566 4.74918
C -3.08972 8.09521 4.90872
O -1.72901 8.45455 5.17762
C -1.45643 8.77425 6.45268
O -2.24331 8.77772 7.36913
O -0.15771 9.10923 6.52935
C 0.25439 9.53080 7.82803
H -3.52070 10.00531 3.99823
H -4.96358 9.06787 4.44902
H -4.00230 9.89970 5.68359
H -3.08878 7.53089 3.97347
H -3.48132 7.43121 5.68451
H -0.00895 8.79064 8.58641
H -0.19044 10.49982 8.06494
H 1.33942 9.64000 7.81589
```

LUMO level   1.69 eV
Total charge   -1
Gap between HOMO and LUMO   7.1 eV